The following is a quantum chemistry calculation of C68H41I4N8O2S2W as an isolated structure at a distorted geometry, from OMol25.

Summary:
net charge	-1
lowest unoccupied orbital energy (alpha / beta)	1.06 / 1.06	eV
Kohn-Sham gap (alpha / beta)	0.2017 / 0.2016	Eh

Geometry (Å):
W1 -0.02389 0.34105 -1.26307
I1 4.70439 -7.60854 -5.07134
C1 3.67085 -5.96381 -4.29845
C2 4.06810 -5.41059 -3.09031
C3 3.37800 -4.31903 -2.58515
C4 2.29599 -3.76835 -3.27026
C5 1.91492 -4.34890 -4.47748
C6 2.59760 -5.43853 -4.99944
C7 1.56104 -2.59629 -2.72362
C8 1.68741 -1.37195 -3.32719
C9 2.61380 -1.16814 -4.44543
C10 2.59406 0.12598 -4.77492
C11 1.60384 0.78147 -3.93759
C12 1.21185 2.06631 -4.08301
C13 1.93169 2.96197 -5.02772
C14 2.78293 3.94502 -4.53273
C15 3.45094 4.80651 -5.39121
C16 3.26129 4.68095 -6.75892
I2 4.26536 5.97161 -8.06295
C17 2.41383 3.71329 -7.27499
C18 1.74946 2.86188 -6.40310
C19 0.02898 2.60926 -3.47161
N1 -0.74192 1.91321 -2.58805
C20 -1.91262 2.63985 -2.44322
C21 -3.07960 2.18510 -1.74858
C22 -4.25225 3.10327 -1.71526
C23 -5.08411 3.24631 -2.82010
C24 -6.18581 4.08772 -2.77272
C25 -6.44816 4.79446 -1.60867
I3 -8.10812 6.06269 -1.52799
C26 -5.62575 4.67291 -0.49992
C27 -4.52830 3.82534 -0.55982
C28 -3.21741 0.98658 -1.14967
C29 -4.39865 0.38391 -0.58724
C30 -4.12754 -0.86645 -0.17911
C31 -2.71037 -1.14022 -0.35729
N2 -2.17015 -0.00112 -1.07904
C32 -2.03559 -2.21021 0.08755
C33 -0.54086 -2.24397 0.30948
C34 0.08692 -3.59678 0.61762
C35 0.81097 -3.88416 -0.66647
C36 0.86314 -2.82582 -1.49355
N3 0.24472 -1.68849 -0.83389
C37 -2.83294 -3.29591 0.72298
C38 -2.84056 -3.45294 2.10833
C39 -3.57189 -4.47102 2.70060
C40 -4.30525 -5.33543 1.90174
I4 -5.40973 -6.87282 2.78888
C41 -4.31362 -5.19707 0.52292
C42 -3.57207 -4.17785 -0.05910
C43 -1.83049 3.81355 -3.18732
C44 -0.59945 3.79958 -3.83807
N4 1.11051 -0.15510 -3.02474
H1 4.91152 -5.81914 -2.55040
H2 3.69162 -3.87424 -1.64817
H3 1.07017 -3.93456 -5.01445
H4 2.29042 -5.87481 -5.94026
H5 3.21874 -1.94817 -4.87681
H6 3.16772 0.62181 -5.54138
H7 2.91934 4.03106 -3.46112
H8 4.11365 5.56418 -4.99583
H9 2.26751 3.62485 -8.34295
H10 1.07547 2.10800 -6.79190
H11 -4.86333 2.69331 -3.72510
H12 -6.83197 4.19045 -3.63382
H13 -5.83383 5.23159 0.40228
H14 -3.87197 3.72020 0.29580
H15 -5.34695 0.89439 -0.51785
H16 -4.80609 -1.55687 0.29455
H17 -0.67002 -4.35306 0.81497
H18 1.27893 -4.83064 -0.89267
H19 -2.25343 -2.78506 2.72788
H20 -3.56244 -4.58732 3.77573
H21 -4.88465 -5.87730 -0.09422
H22 -3.56124 -4.06530 -1.13670
H23 -2.60202 4.56269 -3.25670
H24 -0.21147 4.52579 -4.53262
S1 2.09824 1.72390 -1.09878
C45 2.07081 2.13751 0.60329
C46 3.23026 2.21768 1.35978
C47 3.18440 2.68151 2.67271
C48 4.39720 2.75683 3.43585
N5 5.37869 2.81184 4.03271
C49 1.96120 3.06627 3.23533
C50 0.79053 2.94245 2.49135
C51 0.83788 2.47223 1.18609
S2 -0.56985 2.41052 0.16722
C52 1.90229 3.60164 4.56576
N6 1.86863 4.03698 5.62968
H25 4.17916 1.92809 0.92854
H26 -0.15725 3.21313 2.93748
C53 2.29960 1.43303 8.31637
C54 1.27827 1.32110 7.21920
C55 0.05035 1.95577 7.34554
C56 -0.88218 1.91284 6.32035
C57 -0.59300 1.21247 5.16436
C58 0.63286 0.56477 5.02898
N7 0.90754 -0.10095 3.80545
C59 0.86113 -1.47763 3.67234
C60 0.98734 -2.41115 4.65182
C61 0.79479 -3.82128 4.32344
C62 0.72297 -4.29682 3.07101
C63 0.91854 -3.35059 1.92252
C64 0.54265 -1.94827 2.34142
C65 -0.19271 -1.29873 1.41314
O1 1.27735 -0.81526 -0.43067
O2 -0.56452 -0.08142 1.18366
C66 1.58619 0.61877 6.04574
C67 2.94699 0.00226 5.87312
H27 1.93742 2.07556 9.11788
H28 3.23361 1.85433 7.93954
H29 2.53623 0.45491 8.74366
H30 -0.16637 2.51115 8.25057
H31 -1.83130 2.42390 6.42379
H32 -1.30538 1.15476 4.34841
H33 0.52115 0.36634 2.99161
H34 1.11500 -2.12236 5.68648
H35 0.71996 -4.51433 5.15492
H36 0.60847 -5.35892 2.88027
H37 1.98488 -3.35555 1.63902
H38 3.01966 -0.55048 4.94043
H39 3.18107 -0.67922 6.69411
H40 3.71468 0.78088 5.86784
N8 -2.27432 -0.66559 -3.45822
C68 -1.60175 -0.44587 -2.44362
H41 -3.28047 -0.58119 -3.29952

Löwdin population analysis, charges in e, atoms 1 to 4: number 1, W, carries 1.600; number 2, I, carries 0.828; number 3, C, carries -0.745; number 4, C, carries -0.148

=====

The following is a quantum chemistry calculation of C38H33N4P2PtS3Se as an isolated structure at a distorted geometry, from OMol25.

Summary:
net charge	-1
lowest unoccupied orbital energy (alpha / beta)	2.46 / 2.46	eV
Kohn-Sham gap (alpha / beta)	0.2164 / 0.2257	Eh

Geometry (Å):
Pt1 0.95854 -0.48318 -1.76144
S1 -1.70734 -0.20029 -1.22401
P1 -0.76306 0.37914 0.43854
C1 0.86760 0.44517 0.06686
P2 2.42543 0.08334 0.63015
S2 3.59496 -0.10730 -0.96929
C2 2.44931 -1.47972 1.58957
C3 2.66888 -2.68140 0.92142
C4 2.63823 -3.88689 1.61062
C5 2.38858 -3.90457 2.97776
C6 2.16345 -2.71014 3.64850
C7 2.19680 -1.50429 2.95809
C8 3.06341 1.27000 1.85886
C9 2.17845 1.87394 2.74723
C10 2.64092 2.75573 3.71609
C11 3.99767 3.03925 3.79773
C12 4.88612 2.43765 2.91564
C13 4.42106 1.55584 1.94836
C14 -1.44623 1.96497 1.03860
C15 -2.75382 2.04450 1.52249
C16 -3.25644 3.25175 1.98429
C17 -2.45929 4.39518 1.95295
C18 -1.17543 4.33017 1.43473
C19 -0.67027 3.11725 0.96947
C20 -1.11931 -0.77052 1.82003
C21 -1.28001 -0.34214 3.13500
C22 -1.45361 -1.26478 4.16406
C23 -1.45144 -2.62213 3.88570
C24 -1.26548 -3.05926 2.57786
C25 -1.10621 -2.14173 1.55155
H1 2.90117 -2.65000 -0.13894
H2 2.82846 -4.81386 1.08186
H3 2.36875 -4.84338 3.51687
H4 1.95824 -2.71506 4.71130
H5 2.02437 -0.57875 3.49298
H6 1.12550 1.64405 2.68246
H7 1.94347 3.22323 4.39969
H8 4.36245 3.73184 4.54590
H9 5.94258 2.66629 2.97379
H10 5.10089 1.10052 1.23703
H11 -3.36753 1.15114 1.55171
H12 -4.26594 3.30473 2.37158
H13 -2.85314 5.33786 2.31241
H14 -0.56588 5.22181 1.36676
H15 0.31880 3.06081 0.53201
H16 -1.28529 0.71769 3.36082
H17 -1.58873 -0.91854 5.18122
H18 -1.58255 -3.34111 4.68491
H19 -1.24622 -4.11967 2.36036
H20 -0.98132 -2.46998 0.52414
C26 -2.50011 4.59580 -1.51701
N1 -1.89082 3.60013 -2.37909
C27 -0.55034 3.40633 -2.54399
Se1 0.82339 4.45738 -1.92596
N2 -0.42825 2.33336 -3.37001
C28 -1.67240 1.81403 -3.70584
C29 -2.06140 0.72204 -4.46059
C30 -3.42641 0.48658 -4.56606
C31 -4.36361 1.30708 -3.93406
C32 -3.96396 2.39908 -3.17169
C33 -2.60373 2.62986 -3.07733
H21 -1.71567 5.26261 -1.17100
H22 -2.97206 4.11525 -0.66045
H23 -3.24817 5.16295 -2.07679
H24 0.46978 1.90012 -3.54211
H25 -1.32773 0.06861 -4.91072
H26 -3.77067 -0.36233 -5.14067
H27 -5.41722 1.08334 -4.03169
H28 -4.68182 3.02617 -2.66088
C34 0.74471 -5.96401 -5.07262
C35 0.80041 -4.83789 -4.08231
C36 0.73255 -5.06804 -2.71319
C37 0.78755 -3.95461 -1.89368
N3 0.90948 -2.73390 -2.38524
C38 0.96627 -2.58644 -3.73326
S3 1.12348 -0.93627 -4.20585
N4 0.91148 -3.61408 -4.59392
H29 0.62442 -6.92903 -4.58291
H30 1.65960 -5.97547 -5.66576
H31 -0.08551 -5.80414 -5.76085
H32 0.63465 -6.06463 -2.30627
H33 0.72252 -4.03509 -0.81450

Löwdin population analysis, charges in e, atoms 1 to 4: number 1, Pt, carries 0.480; number 2, S, carries 0.357; number 3, P, carries 0.374; number 4, C, carries -0.738

=====

The records above yield relative energy (zero: lowest compared OMol25 entry of this formula, charge and spin) values of 3.256, 0.950 eV, respectively.
The records above yield calculated total energy values of -5258.71760, -6085.05994 Eh, respectively.